Model P:
# C3H11NO3

A cluster of 2 separate species, C3H11NO3 in total (ωB97M-V/def2-TZVPD, OMol25).

Each line ends with the Löwdin spin population.
Geometry (Å):
C1 -0.52809 0.33399 -1.50164  0.14
O1 -1.15365 -0.73004 -2.13799  0.03
C2 0.42727 -0.23315 -0.42900  0.11
C3 1.08203 0.75990 0.60631  0.01
O2 2.25887 0.24939 1.21376  0.01
N1 1.44420 -0.83902 -1.19086  0.61
H1 -1.31507 0.85801 -0.87633  0.04
H2 0.03955 1.02728 -2.14370  0.00
H3 -1.40970 -0.45453 -3.03063  0.00
H4 -0.19783 -0.99161 0.10350  0.02
H5 1.25125 1.69852 0.05670  0.00
H6 0.15716 0.94076 1.20459  0.00
H7 2.27538 -0.51459 0.61978  0.00
H8 2.13734 -0.33100 -1.75992  0.02
H9 1.03626 -1.60853 -1.77855  0.01
H10 -2.00086 -0.01483 3.12345  0.00
H11 -3.10024 0.25596 4.01035  0.00
O3 -2.40385 -0.40651 3.91017  0.00

Output
**<S²>**: 0.75
**HOMO energy (alpha / beta)**: -14.086 / -14.086 eV
**Gap between HOMO and LUMO (alpha / beta)**: 10.44 / 4.97 eV
**LUMO energy (alpha / beta)**: -3.64 / -9.12 eV
**Molecular weight**: 109.1 u
**Net charge**: +1
**Multiplicity**: 2



Model Q:
# C3H11NO3

A cluster of 3 separate species, C3H11NO3 in total (ωB97M-V/def2-TZVPD, OMol25).

Each line ends with the Löwdin spin population.
Geometry (Å):
C1 -0.25406 -1.70735 -0.78275  0.01
C2 -0.30411 -2.09916 0.63936  0.03
N1 -0.75755 -1.09985 1.50182  0.54
C3 -0.43777 0.39281 1.66333  0.05
O1 -0.07383 -3.12477 1.14601  0.33
H1 -1.09644 -2.10955 -1.47888  0.00
H2 0.75712 -1.83730 -1.17324  0.00
H3 -0.34472 -0.57865 -0.69484  0.00
H4 -0.85623 -1.42708 2.52275  0.00
H5 0.61966 0.52031 1.95807  0.03
H6 -0.88410 0.95081 0.80333  0.01
H7 -0.97575 0.77825 2.61539  0.01
H8 0.32570 1.75555 -2.94063  0.00
H9 -0.99493 1.81854 -2.00462  0.00
O2 -0.20267 2.28348 -2.38572  0.00
H10 1.18044 2.06932 -0.90872  0.00
H11 2.62346 1.64157 -0.33459  0.00
O3 1.67578 1.77306 -0.14607  0.00

Output
**<S²>**: 0.77
**HOMO energy (alpha / beta)**: -14.784 / -14.783 eV
**Gap between HOMO and LUMO (alpha / beta)**: 10.95 / 5.88 eV
**LUMO energy (alpha / beta)**: -3.84 / -8.90 eV
**Molecular weight**: 109.1 u
**Net charge**: +1
**Multiplicity**: 2



Which structure is most stable? model Q, by 0.0291 hartree over the runner-up.



Model P:
# C5H17NO4

A cluster of 4 separate species, C5H17NO4 in total (ωB97M-V/def2-TZVPD, OMol25).

Each line ends with the Mulliken charge.
Geometry (Å):
C1 -0.00278 -0.03516 1.99509  0.17
C2 -0.55332 1.20566 2.67269  -1.39
C3 -1.09126 -1.07466 1.58988  -0.77
N1 -1.57679 -0.93265 0.28140  -0.23
C4 -0.63416 -1.32254 -0.75963  -0.67
C5 -0.53004 -0.18137 -1.73958  0.15
O1 0.52404 0.20710 -2.19004  -0.56
H1 0.75407 -0.41593 2.83562  0.25
H2 0.69530 0.31252 1.21318  0.02
H3 -0.64149 2.09766 1.94025  0.23
H4 0.22478 1.65600 3.36014  0.38
H5 -1.29658 1.02020 3.40024  0.41
H6 -1.93566 -0.93824 2.31298  0.44
H7 -0.72031 -2.13812 1.85211  0.29
H8 -2.44181 -1.58162 0.03379  0.25
H9 -0.76062 -2.31780 -1.07321  0.52
H10 0.46610 -1.34118 -0.26426  0.15
H11 -1.45523 0.47083 -1.79910  0.31
H12 2.23945 0.47369 -2.08016  0.51
H13 3.02297 1.75469 -2.11094  0.27
O2 3.14147 0.84501 -2.00258  -0.71
H14 -3.24225 2.42590 0.14896  0.33
H15 -2.88152 0.89112 0.11053  0.35
O3 -3.53180 1.52873 -0.21488  -0.70
H16 3.71704 -1.56761 -0.25727  0.28
H17 3.33911 -0.11868 -0.32724  0.31
O4 3.46923 -0.79415 0.18048  -0.60

Output
**HOMO energy**: -9.868 eV
**Gap between HOMO and LUMO**: 10.38 eV
**LUMO energy**: 0.51 eV
**SMILES**: CCCNCC=O.O.O.O
**Molecular weight**: 155.2 u
**Multiplicity**: 1



Model Q:
# C5H17NO4

A cluster of 5 separate species, C5H17NO4 in total (ωB97M-V/def2-TZVPD, OMol25).

Each line ends with the Mulliken charge.
Geometry (Å):
C1 0.60429 -1.43024 -0.96192  -1.58
N1 -2.09686 -0.49646 -0.25944  -0.57
C2 -0.90628 0.11569 0.18605  -1.30
C3 0.37253 -0.20175 -0.06194  1.68
C4 1.56904 0.62385 0.27066  -0.34
C5 2.43925 0.37057 1.23792  -0.99
H1 0.74802 -2.33026 -0.37840  0.29
H2 1.55802 -1.26933 -1.47972  0.36
H3 -0.18467 -1.45298 -1.70764  0.45
H4 -1.93152 -1.29005 -0.86915  0.22
H5 -2.58317 -0.90100 0.53513  0.26
H6 -1.01038 1.05829 0.73351  0.75
H7 1.67634 1.46979 -0.40344  0.31
H8 2.48815 -0.44117 1.94247  0.19
H9 3.34129 0.97651 1.15897  0.29
H10 0.12118 -2.20846 2.17207  0.32
H11 1.62189 -2.26616 2.29084  0.28
O1 0.88779 -2.68437 1.83106  -0.63
H12 -1.20740 2.19617 -0.79670  0.37
H13 -2.23997 1.23411 -1.60000  0.31
O2 -1.92046 2.11787 -1.41512  -0.67
H14 -0.18832 2.23160 2.04158  0.33
H15 0.59697 1.41782 3.03336  0.30
O3 -0.22696 1.40537 2.53347  -0.63
H16 -0.38594 0.54374 -3.32085  0.32
H17 -1.85647 0.98858 -3.32344  0.32
O4 -1.28638 0.22226 -3.38933  -0.64

Output
**HOMO energy**: -8.481 eV
**Gap between HOMO and LUMO**: 8.89 eV
**LUMO energy**: 0.40 eV
**SMILES**: C=C/C(C)=C/N.O.O.O.O
**Molecular weight**: 155.2 u
**Multiplicity**: 1



Which structure is most stable? model Q, by 0.0035 hartree over the runner-up.



Model P:
# C5H16N2

A cluster of 3 separate species, C5H16N2 in total (ωB97M-V/def2-TZVPD, OMol25).

Each line ends with the Mulliken charge.
Geometry (Å):
C1 -1.30653 1.74710 -0.71940  -0.40
C2 -1.23546 -0.22539 1.21954  -0.70
C3 -2.06510 -1.27909 0.49358  -0.84
N1 -0.66686 1.33399 -1.74792  -0.59
H1 0.81163 0.50038 -0.98584  0.37
H2 -1.24728 0.82010 -2.40920  0.20
H3 -0.77549 2.37867 -0.01645  0.31
H4 -2.38529 1.66735 -0.57395  0.33
H5 -1.87925 0.54772 1.63953  0.34
H6 -0.78776 -0.66811 2.11574  0.36
H7 -2.57756 -0.84537 -0.36759  0.21
H8 -2.81633 -1.75139 1.13496  0.34
H9 -1.42040 -2.07089 0.09980  0.23
C4 1.77417 -1.28513 -0.58619  -1.09
C5 2.23960 0.85861 0.46409  -0.98
N2 1.23883 0.00424 -0.16381  -0.15
H10 -0.09386 -0.10834 0.57955  0.07
H11 0.99196 -1.83478 -1.10634  0.31
H12 3.10939 1.02927 -0.18307  0.35
H13 2.07395 -1.85634 0.29430  0.34
H14 2.63861 -1.18183 -1.25455  0.39
H15 1.79283 1.82654 0.68460  0.24
H16 2.58622 0.39270 1.38862  0.35

Output
**HOMO energy**: -7.755 eV
**Gap between HOMO and LUMO**: 8.76 eV
**LUMO energy**: 1.00 eV
**SMILES**: C=N.CNC.CC
**Molecular weight**: 104.2 u
**Multiplicity**: 1



Model Q:
# C5H16N2

A cluster of 2 separate species, C5H16N2 in total (ωB97M-V/def2-TZVPD, OMol25).

Each line ends with the Mulliken charge.
Geometry (Å):
C1 -0.68760 0.22538 -1.42945  0.54
C2 0.21224 1.45557 -1.49958  -1.34
N1 -1.96013 0.59847 -0.82297  -0.56
N2 -0.74763 -0.37240 -2.74865  -0.69
H1 -0.23657 -0.53067 -0.77838  -0.01
H2 -2.43955 1.30096 -1.37660  0.24
H3 -1.15198 0.27708 -3.41599  0.25
H4 -2.57122 -0.20415 -0.72468  0.21
H5 -1.32013 -1.20972 -2.75088  0.22
H6 0.35457 1.88029 -0.50887  0.31
H7 1.17361 1.17616 -1.91741  0.38
H8 -0.23835 2.21266 -2.13792  0.43
C3 0.63160 -1.17417 1.94720  -0.23
C4 0.01876 0.14094 2.41350  -0.97
C5 1.91288 -0.95790 1.15091  -1.03
H9 -0.09474 -1.71027 1.33054  0.26
H10 0.84985 -1.80192 2.81697  0.35
H11 1.72542 -0.32852 0.28644  0.16
H12 2.66525 -0.47164 1.76739  0.41
H13 -0.83588 -0.04512 3.06109  0.30
H14 -0.32353 0.72343 1.56154  0.17
H15 0.74952 0.72554 2.96847  0.34
H16 2.31365 -1.90995 0.80725  0.28

Output
**HOMO energy**: -8.946 eV
**Gap between HOMO and LUMO**: 9.99 eV
**LUMO energy**: 1.04 eV
**SMILES**: CC(N)N.CCC
**Molecular weight**: 104.2 u
**Multiplicity**: 1



Which structure is most stable? model Q, by 0.1045 hartree over the runner-up.



Model P:
# C4HNO2

A cluster of 2 separate species, C4HNO2 in total (ωB97M-V/def2-TZVPD, OMol25).

Each line ends with the Löwdin spin population.
Geometry (Å):
C1 -0.41429 -0.59004 0.58844  0.02
C2 1.08900 1.88302 0.22448  0.68
C3 3.06031 0.60440 -0.12342  0.43
C4 4.07790 -0.15818 0.01074  0.23
N1 0.23286 -1.22282 -0.07910  0.02
O1 2.02029 1.24608 0.02360  0.33
O2 5.01628 -0.81799 0.06389  0.28
H1 -0.83340 -0.00014 1.39714  0.01

Output
**<S²>**: 2.01
**HOMO energy (alpha / beta)**: -6.445 / -9.952 eV
**Gap between HOMO and LUMO (alpha / beta)**: 6.66 / 7.17 eV
**LUMO energy (alpha / beta)**: 0.21 / -2.78 eV
**Molecular weight**: 95.1 u
**Multiplicity**: 3



Model Q:
# C4HNO2

The molecule C4HNO2 (ωB97M-V/def2-TZVPD, OMol25).

Each line ends with the Löwdin spin population.
Geometry (Å):
C1 -0.89978 -0.10789 0.01848  0.20
C2 -0.61921 1.22825 0.01864  0.42
C3 0.07724 -0.92163 -0.86358  0.50
C4 1.22628 -0.63882 -0.05206  0.09
N1 0.08522 -0.91027 0.72219  0.36
O1 -0.33349 2.34318 0.01134  0.33
O2 2.39437 -0.55040 0.08976  0.07
H1 -1.93062 -0.44242 0.05523  0.02

Output
**<S²>**: 2.01
**HOMO energy (alpha / beta)**: -6.754 / -11.560 eV
**Gap between HOMO and LUMO (alpha / beta)**: 7.16 / 8.98 eV
**LUMO energy (alpha / beta)**: 0.40 / -2.58 eV
**Molecular weight**: 95.1 u
**Multiplicity**: 3



Which structure is most stable? model Q, by 0.1014 hartree over the runner-up.